1.
# CH4NO3

A gas-phase ion, CH4NO3 (charge +1) (the ωB97M-V functional and the def2-TZVPD basis, the Open Molecules 2025 dataset).

Structure (ORCA input):
```
! wB97M-V def2-TZVPD RIJCOSX def2/J DEFGRID3
* xyz 1 1
C -0.88 0.40 0.87
N -0.36 -0.10 -0.37
O -0.94 -0.45 -1.30
O 0.99 -0.09 -0.28
O 1.64 -0.60 -1.47
H -1.05 -0.57 1.46
H -1.87 1.01 0.86
H -0.07 0.85 1.41
H 2.54 -0.45 -1.17
*
```

As for the frontier orbital gap: 0.39085 hartree. The energy relative to the best compared isomer or geometry (same formula, charge and spin) is 92.2 kcal per mole. As for the SMILES: C[N+](=O)OO. As for the HOMO energy: -17.579 eV.



2.
# C14H23CaN2PS

A molecular structure, C14H23CaN2PS (the ωB97M-V functional and the def2-TZVPD basis, the Open Molecules 2025 dataset).

Structure (ORCA input):
```
! wB97M-V def2-TZVPD RIJCOSX def2/J DEFGRID3
* xyz 0 1
C 3.32 3.48 1.24
C 2.23 3.26 2.06
C 1.32 2.20 1.78
C 1.61 1.43 0.71
C 2.62 1.63 -0.15
C 3.53 2.67 0.12
C 0.12 1.97 2.68
C -1.28 2.12 2.04
N -1.44 1.72 0.61
Ca -0.04 0.24 0.07
C 2.74 0.81 -1.45
P 1.02 0.67 -2.16
H 2.04 3.90 2.93
H 4.37 2.86 -0.55
H 4.02 4.29 1.46
H 3.09 -0.22 -1.24
H 3.41 1.26 -2.19
H 0.19 0.95 3.09
H 0.14 2.66 3.54
H -1.99 1.52 2.62
C 1.03 -0.62 -3.38
C 0.79 2.21 -3.02
H -1.62 3.17 2.10
C -1.17 2.87 -0.27
C -2.82 1.24 0.37
H 1.00 -1.30 -0.25
H -1.91 3.67 -0.07
H -0.17 3.26 -0.07
H -1.25 2.57 -1.32
H -3.51 2.10 0.46
H -2.93 0.78 -0.62
H -3.09 0.51 1.15
H 1.54 2.28 -3.82
H -0.22 2.27 -3.47
H 0.92 3.07 -2.34
H 1.68 -0.33 -4.22
H 1.40 -1.57 -2.95
H 0.01 -0.80 -3.75
H -1.25 -1.03 -0.67
S -0.62 -2.11 0.29
C -1.10 -3.61 0.50
N -1.46 -4.77 0.67
*
```

As for the frontier orbital gap (alpha / beta): 0.19632 / 0.25118 hartree. The energy relative to the best compared isomer or geometry (same formula, charge and spin) is 77.5 kcal per mole. As for the HOMO energy (alpha / beta): -6.159 / -7.089 eV.



3.
# C14H31BrF4InN2O13S4

A molecular structure, C14H31BrF4InN2O13S4 (the ωB97M-V functional and the def2-TZVPD basis, the Open Molecules 2025 dataset).

Structure (ORCA input):
```
! wB97M-V def2-TZVPD RIJCOSX def2/J DEFGRID3
* xyz -1 1
C 0.56 -0.37 5.74
N 0.35 0.52 4.60
C -0.13 -0.18 3.42
In -2.32 -0.56 3.34
Br -2.77 -1.82 1.09
C -3.53 1.34 3.14
O -4.48 1.36 2.39
N -3.23 2.60 3.81
C -2.81 2.50 5.15
O -2.33 3.42 5.77
F -2.99 1.32 5.74
S -3.17 -2.09 5.17
O -2.62 -3.41 4.89
O -2.90 -1.65 6.53
C -5.03 -2.31 4.96
F -5.71 -1.39 5.64
F -5.30 -2.12 3.68
F -5.44 -3.50 5.34
H -0.37 -0.53 6.30
H 1.30 0.05 6.41
H 0.94 -1.32 5.40
H -0.28 1.26 4.86
H 0.37 -1.12 3.26
H 0.08 0.43 2.54
H -4.09 3.14 3.82
O 1.38 0.99 0.29
S 1.45 0.69 -1.10
O 2.70 0.31 -1.69
O 0.86 1.93 -1.91
C 1.42 3.23 -1.65
C 2.80 3.42 -2.26
C 0.22 -0.47 -1.55
H 1.43 3.42 -0.58
H 0.72 3.94 -2.09
H 3.53 2.76 -1.79
H 3.13 4.45 -2.13
H 2.78 3.18 -3.33
H -0.74 -0.17 -1.13
H 0.52 -1.44 -1.14
H 0.17 -0.53 -2.63
O 7.15 -2.56 -0.53
S 7.29 -2.69 -1.94
O 8.43 -2.16 -2.62
O 5.97 -2.16 -2.64
C 5.52 -0.82 -2.35
C 6.37 0.24 -3.02
C 7.11 -4.39 -2.39
H 5.48 -0.67 -1.27
H 4.50 -0.76 -2.72
H 7.39 0.24 -2.62
H 5.94 1.22 -2.86
H 6.44 0.05 -4.09
H 6.23 -4.79 -1.90
H 8.00 -4.90 -2.05
H 7.02 -4.46 -3.47
O -3.26 1.67 -2.14
S -4.09 0.52 -2.34
O -3.53 -0.79 -2.43
O -5.00 0.77 -3.63
C -4.34 1.10 -4.86
C -3.66 -0.09 -5.50
C -5.37 0.50 -1.13
H -3.63 1.91 -4.69
H -5.12 1.48 -5.52
H -2.84 -0.46 -4.89
H -3.26 0.18 -6.48
H -4.37 -0.92 -5.62
H -5.82 1.49 -1.07
H -4.90 0.24 -0.18
H -6.10 -0.26 -1.40
*
```

As for the frontier orbital gap: 0.25733 hartree. As for the HOMO energy: -4.977 eV.



4.
# C4H10N4

A molecular structure, C4H10N4 (the ωB97M-V functional and the def2-TZVPD basis, the Open Molecules 2025 dataset).

Structure (ORCA input):
```
! wB97M-V def2-TZVPD RIJCOSX def2/J DEFGRID3
* xyz 0 1
C 2.67 -0.25 -0.33
C 1.19 0.05 -0.12
C -0.48 1.73 0.62
C -1.75 0.45 -0.87
H 2.67 -0.47 -1.71
H 3.22 -1.77 0.07
H 3.38 0.58 0.03
H 0.94 0.41 -1.07
H 0.53 -0.95 0.04
H -1.18 2.16 1.57
H -2.70 0.35 -1.64
H -2.58 -1.51 -0.60
H -0.34 -0.75 0.97
H -1.80 -0.88 2.11
N 0.74 1.21 0.77
N -1.28 1.49 -0.55
N -1.94 -0.72 -0.27
N -1.29 -1.11 0.98
*
```

As for the frontier orbital gap: 0.35069 hartree. The energy relative to the best compared isomer or geometry (same formula, charge and spin) is 219.9 kcal per mole. As for the HOMO energy: -8.945 eV.



5.
# C36H34PReSbSe2

A molecular structure, C36H34PReSbSe2 (the ωB97M-V functional and the def2-TZVPD basis, the Open Molecules 2025 dataset).

Structure (ORCA input):
```
! wB97M-V def2-TZVPD RIJCOSX def2/J DEFGRID3
* xyz 2 2
Re -0.28 0.33 -0.47
Se 1.72 1.03 0.65
P 1.33 3.13 0.01
Se -0.68 2.68 -0.86
C 1.22 4.28 1.37
C 1.46 5.64 1.14
C 1.29 6.54 2.18
C 0.90 6.09 3.44
C 0.67 4.74 3.66
C 0.82 3.83 2.62
C 2.56 3.69 -1.15
C 2.31 3.69 -2.52
C 3.30 4.10 -3.40
C 4.54 4.49 -2.91
C 4.79 4.49 -1.54
C 3.80 4.10 -0.65
H 1.77 6.00 0.17
H 1.47 7.59 2.01
H 0.78 6.79 4.25
H 0.37 4.39 4.64
H 0.63 2.78 2.80
H 1.34 3.39 -2.90
H 3.10 4.12 -4.46
H 5.31 4.81 -3.59
H 5.75 4.80 -1.16
H 4.00 4.11 0.41
C -3.81 -0.80 3.35
C -4.17 -0.30 1.94
C -4.96 1.01 2.02
C -4.99 -1.38 1.20
C -2.93 -0.10 1.21
C -1.88 0.05 0.60
H -4.73 -0.97 3.91
H -3.22 -0.06 3.89
H -3.26 -1.74 3.31
H -5.89 0.84 2.58
H -5.23 1.37 1.03
H -4.39 1.78 2.53
H -5.93 -1.55 1.74
H -4.45 -2.32 1.15
H -5.25 -1.06 0.19
C -2.79 -6.21 0.57
C -2.38 -5.81 -0.70
C -1.56 -4.70 -0.84
C -1.15 -4.00 0.29
C -1.56 -4.39 1.56
C -2.38 -5.51 1.70
Sb 0.16 -2.38 0.10
C -0.28 -1.55 -1.81
C 0.74 -0.78 -2.40
C 0.50 -0.02 -3.56
C -0.76 0.03 -4.10
C -1.81 -0.65 -3.47
C -1.59 -1.42 -2.34
C 2.13 -3.06 -0.24
C 2.46 -3.80 -1.37
C 3.76 -4.23 -1.56
C 4.74 -3.93 -0.61
C 4.41 -3.19 0.52
C 3.10 -2.76 0.71
H -3.43 -7.08 0.68
H -2.70 -6.36 -1.57
H -1.24 -4.40 -1.83
H -1.25 -3.85 2.44
H -2.70 -5.82 2.68
H 1.76 -0.87 -2.03
H 1.33 0.52 -4.01
H -0.96 0.60 -5.00
H -2.81 -0.58 -3.88
H -2.41 -1.94 -1.87
H 1.71 -4.05 -2.12
H 4.02 -4.80 -2.44
H 5.75 -4.27 -0.76
H 5.16 -2.97 1.26
H 2.85 -2.20 1.60
*
```

As for the frontier orbital gap (alpha / beta): 0.23285 / 0.23276 hartree. The energy relative to the best compared isomer or geometry (same formula, charge and spin) is 0.0 kcal per mole. As for the expectation value of S²: 0.765. As for the HOMO energy (alpha / beta): -13.676 / -13.523 eV.



6.
# C4H13NO2

2 unconnected molecules or ions with the total composition C4H13NO2 (the ωB97M-V functional and the def2-TZVPD basis, the Open Molecules 2025 dataset).

Structure (ORCA input):
```
! wB97M-V def2-TZVPD RIJCOSX def2/J DEFGRID3
* xyz 0 1
C -0.93 -1.17 -0.72
C -1.24 -0.39 0.59
N -2.38 0.48 0.43
C 0.01 0.47 0.95
C 1.18 -0.33 1.36
O 0.21 1.43 -0.04
H -0.82 -0.54 -1.65
H -0.17 -1.96 -0.79
H -1.86 -1.72 -0.90
H -1.49 -1.15 1.42
H -2.21 1.19 -0.27
H -3.28 0.11 0.13
H -0.08 1.05 1.89
H 2.16 0.16 1.63
H 0.97 -1.23 1.96
H 1.66 -0.85 0.49
H 1.00 1.20 -0.58
O 2.44 0.75 -1.74
H 2.91 1.58 -1.60
H 1.89 0.91 -2.56
*
```

As for the frontier orbital gap: 0.34285 hartree. The energy relative to the best compared isomer or geometry (same formula, charge and spin) is 26.2 kcal per mole. As for the SMILES: C[C@H](N)[C@@H](C)O.O. As for the HOMO energy: -8.855 eV.



7.
# C2H4N2OS

A single C2H4N2OS molecule (the ωB97M-V functional and the def2-TZVPD basis, the Open Molecules 2025 dataset).

Structure (ORCA input):
```
! wB97M-V def2-TZVPD RIJCOSX def2/J DEFGRID3
* xyz 0 1
C 1.90 0.85 0.48
N 0.82 0.25 0.29
S -0.40 1.07 -0.62
C -1.63 -0.14 -0.67
N -1.86 -1.36 -0.31
O -0.87 -1.97 0.34
H 2.70 0.32 0.96
H 1.96 2.00 0.24
H -2.42 0.30 -1.26
H -0.20 -1.31 0.54
*
```

As for the frontier orbital gap: 0.33804 hartree. The energy relative to the best compared isomer or geometry (same formula, charge and spin) is 97.3 kcal per mole. As for the SMILES: C=NS/C=N\O. As for the HOMO energy: -8.755 eV.



8.
# C7H14N3

2 unconnected molecules or ions with the total composition C7H14N3 (the ωB97M-V functional and the def2-TZVPD basis, the Open Molecules 2025 dataset).

Structure (ORCA input):
```
! wB97M-V def2-TZVPD RIJCOSX def2/J DEFGRID3
* xyz 1 1
C -1.72 -1.37 -2.87
C -0.51 -1.61 -1.15
C 0.24 -2.23 -0.05
C -0.54 1.88 1.76
C 0.99 1.46 -0.13
C 1.51 0.46 2.10
C 0.69 1.27 1.19
N -1.21 -2.28 -2.08
N -1.36 -0.14 -2.47
N -0.60 -0.29 -1.36
H -2.33 -1.57 -3.73
H 0.53 -3.24 -0.34
H 1.12 -1.65 0.20
H -0.40 -2.31 0.83
H -1.01 2.58 1.07
H -1.27 1.11 2.02
H -0.31 2.41 2.69
H 0.08 0.53 -0.77
H 0.56 2.30 -0.65
H 1.95 1.13 -0.50
H 1.89 1.11 2.89
H 0.92 -0.31 2.61
H 2.36 0.00 1.60
H -1.57 0.77 -2.86
*
```

As for the frontier orbital gap: 0.39404 hartree. The energy relative to the best compared isomer or geometry (same formula, charge and spin) is 46.3 kcal per mole. As for the HOMO energy: -14.013 eV.



Repeat the sixth record exactly.
# C4H13NO2

2 unconnected molecules or ions with the total composition C4H13NO2 (the ωB97M-V functional and the def2-TZVPD basis, the Open Molecules 2025 dataset).

Structure (ORCA input):
```
! wB97M-V def2-TZVPD RIJCOSX def2/J DEFGRID3
* xyz 0 1
C -0.93 -1.17 -0.72
C -1.24 -0.39 0.59
N -2.38 0.48 0.43
C 0.01 0.47 0.95
C 1.18 -0.33 1.36
O 0.21 1.43 -0.04
H -0.82 -0.54 -1.65
H -0.17 -1.96 -0.79
H -1.86 -1.72 -0.90
H -1.49 -1.15 1.42
H -2.21 1.19 -0.27
H -3.28 0.11 0.13
H -0.08 1.05 1.89
H 2.16 0.16 1.63
H 0.97 -1.23 1.96
H 1.66 -0.85 0.49
H 1.00 1.20 -0.58
O 2.44 0.75 -1.74
H 2.91 1.58 -1.60
H 1.89 0.91 -2.56
*
```

As for the frontier orbital gap: 0.34285 hartree. The energy relative to the best compared isomer or geometry (same formula, charge and spin) is 26.2 kcal per mole. As for the SMILES: C[C@H](N)[C@@H](C)O.O. As for the HOMO energy: -8.855 eV.



Repeat the fourth record exactly.
# C4H10N4

A molecular structure, C4H10N4 (the ωB97M-V functional and the def2-TZVPD basis, the Open Molecules 2025 dataset).

Structure (ORCA input):
```
! wB97M-V def2-TZVPD RIJCOSX def2/J DEFGRID3
* xyz 0 1
C 2.67 -0.25 -0.33
C 1.19 0.05 -0.12
C -0.48 1.73 0.62
C -1.75 0.45 -0.87
H 2.67 -0.47 -1.71
H 3.22 -1.77 0.07
H 3.38 0.58 0.03
H 0.94 0.41 -1.07
H 0.53 -0.95 0.04
H -1.18 2.16 1.57
H -2.70 0.35 -1.64
H -2.58 -1.51 -0.60
H -0.34 -0.75 0.97
H -1.80 -0.88 2.11
N 0.74 1.21 0.77
N -1.28 1.49 -0.55
N -1.94 -0.72 -0.27
N -1.29 -1.11 0.98
*
```

As for the frontier orbital gap: 0.35069 hartree. The energy relative to the best compared isomer or geometry (same formula, charge and spin) is 219.9 kcal per mole. As for the HOMO energy: -8.945 eV.